(1)
Formula: C45H38N2O5P2RbS
Source: the Open Molecules 2025 dataset
Level of theory: ωB97M-V with the def2-TZVPD basis set

highest occupied orbital energy = -5.437 eV
net charge = -1
HOMO-LUMO gap = 0.28098 hartree

Positions of all 94 atoms, in Å:
1 Rb 0.2877 -0.0791 1.4754
2 O 1.7665 -1.0140 -0.2776
3 S 0.9035 -0.9307 -1.5222
4 C 2.1111 -0.4122 -2.7591
5 C 3.1898 -1.2628 -2.9728
6 C 4.2098 -0.8931 -3.8286
7 C 4.1451 0.3322 -4.4796
8 C 3.0796 1.1817 -4.2414
9 C 2.0455 0.8473 -3.3579
10 P 0.9061 2.2761 -3.0589
11 C -0.6900 1.5432 -2.5532
12 C -1.3098 0.6936 -3.4709
13 C -2.4800 0.0319 -3.1419
14 C -3.0785 0.2550 -1.9089
15 C -2.5034 1.1428 -1.0173
16 C -1.3091 1.7848 -1.3299
17 C 1.5833 2.9386 -1.4927
18 C 2.5483 2.3112 -0.7078
19 C 3.0133 2.9141 0.4527
20 C 2.5195 4.1451 0.8479
21 C 1.5656 4.7842 0.0714
22 C 1.1132 4.1905 -1.0944
23 C 0.7383 -2.6388 -2.0264
24 C 0.4688 -2.8719 -3.3635
25 C 0.4123 -4.1679 -3.8429
26 C 0.6495 -5.2190 -2.9719
27 C 0.8858 -4.9662 -1.6307
28 C 0.9068 -3.6729 -1.1028
29 P 1.0650 -3.4387 0.7456
30 C 2.8626 -3.7621 0.9957
31 C 3.7212 -4.3201 0.0526
32 C 5.0728 -4.4774 0.3222
33 C 5.5926 -4.0832 1.5478
34 C 4.7498 -3.5219 2.4960
35 C 3.4016 -3.3547 2.2140
36 C 0.3544 -5.0383 1.3344
37 C -0.9160 -5.4023 0.8801
38 C -1.5835 -6.4834 1.4322
39 C -1.0023 -7.2209 2.4561
40 C 0.2531 -6.8605 2.9219
41 C 0.9218 -5.7762 2.3687
42 H 3.2373 -2.2094 -2.4497
43 H 5.0479 -1.5589 -3.9874
44 H 4.9260 0.6301 -5.1673
45 H 3.0427 2.1447 -4.7365
46 H -0.8477 0.5065 -4.4358
47 H -2.9151 -0.6826 -3.8277
48 H -3.9706 -0.2921 -1.6369
49 H -2.9440 1.3064 -0.0409
50 H -0.8516 2.4212 -0.5799
51 H 2.9401 1.3409 -0.9812
52 H 3.7484 2.4034 1.0613
53 H 2.8591 4.5947 1.7714
54 H 1.1608 5.7394 0.3784
55 H 0.3730 4.7017 -1.7006
56 H 0.3112 -2.0315 -4.0282
57 H 0.1987 -4.3531 -4.8872
58 H 0.6360 -6.2400 -3.3306
59 H 1.0333 -5.8012 -0.9584
60 H 3.3324 -4.6354 -0.9088
61 H 5.7235 -4.9102 -0.4276
62 H 6.6477 -4.2038 1.7580
63 H 5.1411 -3.1990 3.4524
64 H 2.7577 -2.8902 2.9537
65 H -1.3934 -4.8376 0.0860
66 H -2.5668 -6.7427 1.0608
67 H -1.5255 -8.0644 2.8875
68 H 0.7186 -7.4240 3.7211
69 H 1.9024 -5.5153 2.7490
70 N -3.2564 -1.2625 2.7943
71 C -2.7992 -2.5382 2.2454
72 C -3.2773 -2.7104 0.8079
73 C -2.2366 -2.4165 -0.2768
74 O -2.4400 -2.8878 -1.4109
75 O -1.2415 -1.7105 0.0603
76 H -2.9776 -0.4876 2.1976
77 H -2.8027 -1.0648 3.6804
78 H -3.1970 -3.3412 2.8729
79 H -1.7032 -2.6344 2.2524
80 H -4.1177 -2.0283 0.6339
81 H -3.6690 -3.7128 0.6208
82 O 0.0271 2.5196 2.1176
83 C -0.7567 1.9887 2.9366
84 O -0.5492 1.0080 3.6790
85 C -2.1422 2.6063 3.0005
86 C -2.3449 3.8441 3.6118
87 C -3.6233 4.3590 3.6605
88 C -4.6617 3.6357 3.0851
89 C -4.3597 2.4274 2.4854
90 N -3.1303 1.9126 2.4410
91 H -1.5000 4.3727 4.0302
92 H -3.8141 5.3131 4.1376
93 H -5.6807 3.9985 3.0964
94 H -5.1370 1.8307 2.0204

***

(2)
Formula: C24H19Cl3F5HgN2O3S2
Source: the Open Molecules 2025 dataset
Level of theory: ωB97M-V with the def2-TZVPD basis set

highest occupied orbital energy (spin up / spin down) = -7.977 / -7.996 eV
multiplicity = 2
HOMO-LUMO gap (spin up / spin down) = 0.30629 / 0.21034 hartree

Positions of all 59 atoms, in Å:
1 Hg 1.7256 -0.5883 -3.9109
2 C 5.4479 -2.2490 -3.3539
3 S 4.4185 -1.6530 -2.0037
4 C 5.1656 -0.0347 -1.8204
5 O 4.8165 -2.4569 -0.8059
6 H 6.4999 -2.0909 -3.1198
7 H 5.1693 -1.7480 -4.2805
8 H 5.2446 -3.3150 -3.4337
9 H 4.9908 0.5391 -2.7309
10 H 6.2310 -0.1511 -1.6265
11 H 4.6703 0.4484 -0.9810
12 Cl -1.8015 -2.1782 5.1016
13 C -2.1978 -1.0885 3.8115
14 C -1.1850 -0.4429 3.1229
15 C -1.5130 0.4137 2.0854
16 C -2.8384 0.6577 1.7376
17 C -3.1793 1.5910 0.6005
18 C -3.6229 0.8183 -0.6511
19 N -2.6233 -0.1199 -1.1102
20 C -2.6205 -1.4806 -0.9145
21 C -1.4814 -1.9380 -1.5070
22 N -0.7775 -0.8924 -2.0554
23 C -1.4880 0.1736 -1.7915
24 O -2.0405 2.3792 0.3281
25 C -2.3229 3.6157 -0.3147
26 C -1.0657 4.4178 -0.3482
27 C -0.7339 5.3763 0.5612
28 Cl -1.6778 5.8881 1.9014
29 S 0.8015 6.0735 0.2710
30 C 1.0347 5.0706 -1.0978
31 C -0.0249 4.2489 -1.3085
32 C -3.8243 0.0029 2.4664
33 Cl -5.5109 0.2757 2.1118
34 C -3.5269 -0.8749 3.4954
35 H -0.1556 -0.5954 3.4108
36 H -0.7297 0.9239 1.5411
37 H -4.0166 2.2336 0.9011
38 H -3.8477 1.5193 -1.4563
39 H -4.5345 0.2640 -0.4369
40 H -3.4248 -1.9796 -0.4015
41 H -1.1409 -2.9568 -1.5895
42 H -1.2373 1.1847 -2.0699
43 H -3.1068 4.1467 0.2351
44 H -2.6799 3.4474 -1.3381
45 H 1.9420 5.1450 -1.6738
46 H -0.0703 3.5336 -2.1177
47 H -4.3159 -1.3698 4.0419
48 F 0.6944 -4.9479 2.5532
49 C 1.0551 -3.9200 1.8111
50 C 1.4270 -2.7218 2.4359
51 F 1.4051 -2.6563 3.7652
52 C 1.7939 -1.6529 1.6744
53 F 2.1308 -0.5122 2.2502
54 C 1.8214 -1.7055 0.2211
55 O 2.1858 -0.7439 -0.4580
56 C 1.4303 -2.9790 -0.3566
57 F 1.4497 -3.1040 -1.6661
58 C 1.0613 -4.0410 0.4201
59 F 0.7036 -5.2004 -0.1253

***

(3)
Formula: C8H14N3
Source: the Open Molecules 2025 dataset
Level of theory: ωB97M-V with the def2-TZVPD basis set

highest occupied orbital energy (spin up / spin down) = -12.314 / -11.081 eV
net charge = +1
HOMO-LUMO gap (spin up / spin down) = 0.31887 / 0.21353 hartree

Positions of all 25 atoms, in Å:
1 C -2.8938 0.8260 -0.1383
2 C -2.8981 -1.2276 0.2762
3 C 0.5401 1.5012 -0.2584
4 C -0.6520 0.9731 -1.2064
5 C 0.9613 0.6907 0.8626
6 C -0.7205 -1.9395 -0.5048
7 C 2.0294 1.0482 1.7635
8 C 0.6893 -1.8551 -0.7776
9 N -3.6671 -0.1191 0.2630
10 N -1.6625 0.3485 -0.4802
11 N -1.6257 -0.9908 -0.2317
12 H -3.1518 1.8067 -0.1928
13 H -3.2159 -2.1914 0.5382
14 H 1.4117 1.5137 -0.9471
15 H 0.4089 2.4272 0.1531
16 H -0.9836 1.8524 -1.7959
17 H -0.2846 0.1907 -1.8985
18 H 0.2815 -0.0043 1.3610
19 H -0.9873 -2.9054 -0.0634
20 H 2.5832 0.2194 2.0705
21 H 1.7344 1.3060 2.8320
22 H 2.6931 1.8116 1.4893
23 H 1.0342 -2.9417 -0.4549
24 H 1.1622 -1.1458 -0.0212
25 H 1.0004 -1.7450 -1.7799

***

(4)
Formula: C4H3ClO2
Source: the Open Molecules 2025 dataset
Level of theory: ωB97M-V with the def2-TZVPD basis set

highest occupied orbital energy = -9.517 eV
SMILES string = CC(=O)C(Cl)=C=O
HOMO-LUMO gap = 0.34289 hartree

Positions of all 10 atoms, in Å:
1 C 2.4377 1.4485 0.0174
2 C 2.3856 0.1294 -0.0188
3 C 1.3356 -0.8987 0.0318
4 C -0.0329 -0.3016 0.0637
5 O 2.6248 2.5759 -0.0417
6 O 1.6721 -2.0862 0.0149
7 Cl 4.0389 -0.3915 0.0028
8 H 0.0594 0.6313 -0.3299
9 H -0.5583 -0.2823 1.1477
10 H -0.7642 -0.9179 -0.5700

***

(5)
Formula: C6H12S
Source: the Open Molecules 2025 dataset
Level of theory: ωB97M-V with the def2-TZVPD basis set

highest occupied orbital energy (spin up / spin down) = -6.655 / -9.354 eV
multiplicity = 3
HOMO-LUMO gap (spin up / spin down) = 0.27696 / 0.29881 hartree

Positions of all 19 atoms, in Å:
1 C 0.7975 0.9494 2.1150
2 C 1.0855 0.5641 0.8856
3 C 1.7788 -1.3247 -0.8697
4 C -2.0909 0.5580 -1.6526
5 C 1.1023 -0.9037 0.4288
6 C -2.0743 -0.3906 -0.5153
7 S -2.1693 0.1976 0.9819
8 H 0.7451 2.0723 2.4659
9 H 0.5491 0.2555 3.0296
10 H 1.8616 -2.4920 -1.0017
11 H 1.5549 -0.8904 -1.7615
12 H 2.8515 -0.9177 -0.6877
13 H -1.4120 0.1220 -2.4060
14 H -1.7209 1.5741 -1.4152
15 H -3.1089 0.5964 -2.0318
16 H -0.0106 -1.2977 0.2567
17 H 1.6575 -1.5176 1.2777
18 H 1.3581 1.3109 0.1220
19 H -2.7549 1.5340 0.7784

***

(6)
Formula: C9H25Cl2N2O7P2
Source: the Open Molecules 2025 dataset
Level of theory: ωB97M-V with the def2-TZVPD basis set

highest occupied orbital energy = -4.210 eV
net charge = -1
HOMO-LUMO gap = 0.25002 hartree

Positions of all 47 atoms, in Å:
1 N -1.7026 4.1962 -1.1541
2 C -0.6286 4.6523 -0.2353
3 C 0.7007 3.9440 -0.5638
4 C 1.1236 2.8895 0.4804
5 P 0.1942 1.1876 0.3327
6 N -1.0067 1.6750 1.6241
7 C 1.4359 0.4759 1.5834
8 C 1.2495 -0.9303 2.1673
9 C 0.3155 -0.9515 3.3339
10 O -0.6485 -1.6128 3.4418
11 O 0.7172 -0.1362 4.3256
12 C -0.8655 -0.4224 0.1782
13 O -0.3150 -1.4671 -0.6196
14 O -0.9022 -2.6962 -0.2279
15 P 1.4639 0.5934 -1.4926
16 O 0.6692 0.4166 -2.7236
17 O 2.5567 1.7691 -1.8919
18 O 2.4421 -0.6968 -1.2054
19 H -2.3696 3.6091 -0.6769
20 H -2.1521 4.9782 -1.6043
21 H -0.5103 5.7164 -0.4252
22 H -0.9173 4.5337 0.8055
23 H 1.4786 4.7070 -0.6051
24 H 0.6303 3.4861 -1.5426
25 H 2.2060 2.7669 0.4756
26 H 0.9215 3.3711 1.4369
27 H -0.6843 1.8012 -0.6296
28 H -0.5622 1.9164 2.4984
29 H -1.6261 2.3983 1.2932
30 H 1.5225 1.1609 2.4222
31 H 2.4256 0.5298 1.1385
32 H 2.2043 -1.1961 2.6318
33 H 1.0444 -1.7375 1.4806
34 H 0.1774 -0.3624 5.0960
35 H -1.2398 -0.7803 1.1260
36 H -1.7768 -0.1035 -0.3428
37 H -0.1673 -3.3117 -0.3257
38 H 2.3635 2.0312 -2.8007
39 H 2.4304 -1.2198 -2.0205
40 Cl -0.4405 -5.3012 -3.8020
41 C -1.6410 -6.1614 -2.8063
42 C -1.6578 -5.6725 -1.3809
43 Cl -0.1650 -6.1116 -0.5035
44 H -1.4202 -7.2251 -2.8601
45 H -2.6148 -5.9868 -3.2615
46 H -2.4864 -6.1321 -0.8440
47 H -1.7720 -4.5910 -1.3261

***

Energy / Ha: -3328.42639; -4090.79527; -477.06255; -764.83531; -633.75546; -2597.18612